# 1
This record from the OMol25 dataset describes a single C11H24OSi molecule. The level of theory is the ωB97M-V functional and the def2-TZVPD basis.

The geometry in XYZ format:
```
37
Properties=species:S:1:pos:R:3:nbo_charge:R:1
Si -0.11 -0.30 -0.44 1.7025
O 0.86 -1.79 1.87 -0.4045
C -2.64 0.20 0.28 -0.6423
C -1.26 1.62 1.79 -0.6183
C 2.14 0.75 1.02 -0.6239
C -1.44 1.04 0.32 -0.4418
C -0.44 -0.91 -2.31 -1.1039
C 2.24 0.95 -1.43 -0.6112
C -0.97 -2.97 1.06 -0.6568
C -1.73 2.21 -0.69 -0.6162
C -0.07 -1.82 1.11 -0.0308
C 2.68 -1.23 -0.32 -0.6266
C 1.82 0.00 -0.28 -0.4723
H -0.62 -3.71 1.73 0.2311
H -0.71 -1.92 -2.34 0.2391
H -2.47 -0.64 1.00 0.2170
H 3.17 0.97 1.03 0.2052
H 3.68 -0.97 -0.67 0.2052
H -3.56 0.82 0.68 0.2059
H -1.97 -2.59 1.21 0.2152
H 2.14 -1.89 -0.95 0.2033
H -2.13 2.34 2.12 0.2068
H 3.27 1.25 -1.51 0.2068
H -2.00 1.82 -1.62 0.2043
H 1.81 0.15 1.80 0.2292
H 0.44 -0.65 -2.83 0.2372
H -1.08 1.00 2.70 0.2330
H -2.94 -0.17 -0.66 0.2075
H -0.41 2.22 1.74 0.2043
H 1.69 1.82 -1.31 0.2026
H -0.97 2.94 -0.80 0.2095
H -2.50 2.82 -0.28 0.2087
H 1.50 1.64 1.25 0.1961
H -0.88 -3.29 0.04 0.2122
H 2.73 -1.68 0.70 0.2385
H -1.30 -0.42 -2.74 0.2353
H 2.04 0.37 -2.29 0.1920
```

- ⟨S²⟩ = 2.01
- multiplicity = 3
- orbital gap (spin up / spin down) (eV) = 5.927 / 8.027
- calculated total energy (eV) = -21716.3142
- HOMO level (spin up / spin down) (eV) = -5.198 / -9.491

---

# 2
This record from the OMol25 dataset describes a single C8H8OS molecule. The level of theory is the ωB97M-V functional and the def2-TZVPD basis.

The geometry in XYZ format:
```
18
Properties=species:S:1:pos:R:3:nbo_charge:R:1
S 2.80 0.05 -0.37 1.1933
O 3.68 0.50 0.81 -0.9546
C 0.42 -1.52 -0.22 -0.1555
C -1.92 -0.51 0.42 -0.4057
C -1.02 1.68 -0.02 -0.2279
C 1.78 -1.48 -0.02 -0.4209
C -2.12 0.95 0.21 -0.1547
C 0.13 0.91 -0.37 -0.0381
C -0.59 -0.55 -0.65 -0.2649
C 1.56 1.23 -0.10 -0.3643
H -3.03 1.38 0.48 0.1993
H -1.61 -0.74 1.40 0.2212
H 2.09 2.17 0.08 0.2492
H 0.10 -2.55 -0.20 0.2003
H -2.76 -1.04 0.15 0.2142
H 2.34 -2.44 0.08 0.2411
H -0.84 2.84 -0.13 0.2277
H -1.02 -0.88 -1.56 0.2402
```

- ⟨S²⟩ = 2.02
- multiplicity = 3
- orbital gap (spin up / spin down) (eV) = 7.050 / 6.637
- calculated total energy (eV) = -21300.8832
- ΔE to the lowest compared entry with this formula, charge and spin (kJ/mol) = 394.84
- HOMO level (spin up / spin down) (eV) = -6.297 / -8.920

---

# 3
This record from the OMol25 dataset describes a single C5H8N2 molecule. The level of theory is the ωB97M-V functional and the def2-TZVPD basis.

The geometry in XYZ format:
```
15
Properties=species:S:1:pos:R:3:nbo_charge:R:1
N 1.65 -2.24 -0.35 -0.3229
N -0.99 -0.05 0.63 -0.3763
C 0.59 -1.78 -0.33 0.2632
C 0.56 1.00 -1.18 -0.6481
C -0.71 -1.12 -0.32 -0.1950
C -0.72 0.33 -0.73 -0.0213
C -0.13 0.28 1.76 -0.4287
H -0.67 0.11 2.70 0.2097
H -1.55 -1.78 -0.57 0.2376
H 0.64 0.93 -2.27 0.2290
H 0.56 2.06 -0.90 0.2204
H -1.62 0.68 -1.25 0.2032
H 0.15 1.33 1.76 0.2044
H 1.45 0.54 -0.76 0.2294
H 0.80 -0.29 1.81 0.1954
```

- orbital gap (eV) = 10.416
- calculated total energy (eV) = -8293.2585
- ΔE to the lowest compared entry with this formula, charge and spin (kJ/mol) = 167.67
- HOMO level (eV) = -9.468
- structure (SMILES) = C[C@H]1[C@@H](C#N)N1C

---

# 4
This record from the OMol25 dataset describes a molecular structure, C8H20BaF2NO11S2. The level of theory is the ωB97M-V functional and the def2-TZVPD basis.

The geometry in XYZ format:
```
45
Properties=species:S:1:pos:R:3:lowdin_spin:R:1
Ba 0.63 0.80 2.02 -0.0018
S 1.60 1.91 -1.65 -0.0001
S -0.93 -2.15 -0.70 0.0000
F -0.61 -1.13 3.56 0.0008
F 1.73 1.44 4.40 0.0034
O 2.47 -3.02 2.19 0.0000
O -2.59 -2.16 -0.33 0.0000
O 1.75 1.31 -0.32 -0.0002
O 2.59 1.04 -2.65 0.0000
O 1.90 3.32 -1.91 -0.0001
O -0.37 -1.07 0.12 -0.0001
O 2.69 -1.07 1.64 0.0001
O 2.89 -2.60 0.15 0.0000
O -0.85 -2.29 -2.16 0.0000
O -1.77 1.94 3.49 0.7756
O -0.15 3.50 1.19 0.0625
N 2.77 -2.25 1.32 0.0000
C -3.13 -1.52 0.85 0.0000
C -3.20 0.04 0.57 0.0005
C 3.70 -1.03 -3.52 0.0000
C -0.51 -3.78 0.00 0.0000
C 2.91 -0.33 -2.38 0.0000
C -1.33 4.07 1.79 0.0339
C -2.18 3.19 2.88 0.0655
C 0.06 1.35 -2.31 -0.0001
H 2.11 -1.00 -2.07 0.0000
H -0.95 4.96 2.29 0.0125
H -2.29 0.48 0.18 -0.0001
H -2.63 -1.77 1.78 0.0000
H -3.51 0.49 1.52 0.0006
H -2.59 3.91 3.58 -0.0003
H -3.03 2.99 2.21 0.0488
H -0.88 -3.95 1.02 0.0000
H 3.11 -0.79 -4.40 0.0000
H -0.66 1.66 -1.55 0.0000
H -0.98 -4.47 -0.70 0.0000
H 0.57 -3.95 -0.03 0.0000
H 3.54 -0.27 -1.50 0.0000
H 4.73 -0.67 -3.59 0.0000
H 0.05 0.26 -2.33 0.0000
H 3.65 -2.11 -3.36 0.0000
H -1.94 4.50 1.00 -0.0012
H -4.15 -1.87 0.99 0.0000
H -0.14 1.80 -3.29 0.0000
H -4.09 0.30 0.00 0.0001
```

- ⟨S²⟩ = 0.76
- multiplicity = 2
- total charge = -2
- orbital gap (spin up / spin down) (eV) = 6.159 / 5.959
- calculated total energy (eV) = -60427.0595
- HOMO level (spin up / spin down) (eV) = -2.114 / -1.917

---

# 5
This record from the OMol25 dataset describes a molecular structure, C5H7N. The level of theory is the ωB97M-V functional and the def2-TZVPD basis.

The geometry in XYZ format:
```
13
Properties=species:S:1:pos:R:3:nbo_charge:R:1
N 1.35 -1.10 -0.03 -0.4253
C -2.27 -1.09 -0.61 -0.4854
C 1.77 -0.38 0.96 0.0924
C 0.25 -0.16 -0.23 0.2195
C 0.75 0.66 0.88 -0.3991
C 0.62 1.19 -0.58 -0.4204
H -2.31 -0.90 0.54 0.1946
H 2.61 -0.46 1.64 0.1957
H -0.10 1.89 -0.84 0.2288
H -2.29 -2.06 -0.96 0.1724
H 1.60 1.36 -1.11 0.2100
H -2.21 -0.24 -1.25 0.1811
H 0.23 1.31 1.60 0.2359
```

- orbital gap (spin up / spin down) (eV) = 9.057 / 8.326
- calculated total energy (eV) = -6780.9757
- ΔE to the lowest compared entry with this formula, charge and spin (kJ/mol) = 727.20
- HOMO level (spin up / spin down) (eV) = -8.870 / -8.791

---

# 6
This record from the OMol25 dataset describes a single C4H10N2O molecule. The level of theory is the ωB97M-V functional and the def2-TZVPD basis.

The geometry in XYZ format:
```
17
Properties=species:S:1:pos:R:3:nbo_charge:R:1
O 2.05 -0.29 2.63 -0.5114
N 0.42 -0.19 0.20 -0.6169
N -2.46 -0.36 0.07 -0.8433
C -0.36 0.49 -0.85 -0.2204
C -1.65 -0.25 -1.15 -0.2210
C 2.43 -0.30 1.49 0.4496
C 1.72 0.45 0.40 -0.3261
H -2.18 0.36 -1.87 0.1928
H -2.02 -1.01 0.70 0.3538
H -0.56 1.53 -0.56 0.1708
H 0.27 0.49 -1.74 0.1878
H -0.10 -0.07 1.07 0.3627
H 2.26 0.44 -0.55 0.1939
H -1.41 -1.23 -1.56 0.1715
H 3.33 -0.86 1.20 0.1074
H 1.64 1.51 0.68 0.1870
H -3.38 -0.72 -0.15 0.3615
```

- orbital gap (eV) = 10.295
- calculated total energy (eV) = -9337.0461
- ΔE to the lowest compared entry with this formula, charge and spin (kJ/mol) = 187.31
- HOMO level (eV) = -9.245
- structure (SMILES) = NCCNCC=O

---

# 7
This record from the OMol25 dataset describes 2 unconnected molecules or ions with the total composition C3H6O. The level of theory is the ωB97M-V functional and the def2-TZVPD basis.

The geometry in XYZ format:
```
10
Properties=species:S:1:pos:R:3:nbo_charge:R:1
O 1.75 1.34 0.06 -0.4811
C 1.18 0.30 -0.06 0.5238
C 1.58 -1.12 0.00 -0.7700
C -2.37 0.98 -0.01 -0.4949
H -2.11 0.02 0.37 0.1584
H -2.92 1.65 0.62 0.1631
H 2.05 -1.31 0.97 0.2478
H 0.73 -1.77 -0.12 0.2381
H -2.21 1.21 -1.04 0.1655
H 2.31 -1.31 -0.78 0.2494
```

- orbital gap (spin up / spin down) (eV) = 8.985 / 7.905
- calculated total energy (eV) = -5251.7537
- ΔE to the lowest compared entry with this formula, charge and spin (kJ/mol) = 380.21
- HOMO level (spin up / spin down) (eV) = -8.698 / -7.565

---

# 8
This record from the OMol25 dataset describes 2 unconnected molecules or ions with the total composition C3H7NO2. The level of theory is the ωB97M-V functional and the def2-TZVPD basis.

The geometry in XYZ format:
```
13
Properties=species:S:1:pos:R:3:nbo_charge:R:1
O 0.21 0.35 -2.62 -0.5488
O 1.73 1.30 -1.34 -0.1637
N -0.08 -0.45 2.48 0.0487
C -1.08 -0.52 0.28 -0.5242
C 0.00 0.09 1.29 -0.3523
C 1.37 0.55 -2.35 0.5640
H 2.21 0.12 -2.92 0.1592
H -1.05 -0.40 2.85 0.3577
H -0.36 1.15 1.36 0.4021
H 0.99 -0.06 0.87 0.2557
H -1.06 -0.08 -0.72 0.3066
H -2.08 -0.49 0.69 0.2398
H -0.80 -1.56 0.16 0.2551
```

- ⟨S²⟩ = 0.75
- multiplicity = 2
- total charge = +1
- orbital gap (spin up / spin down) (eV) = 6.004 / 5.704
- calculated total energy (eV) = -8795.5916
- ΔE to the lowest compared entry with this formula, charge and spin (kJ/mol) = 523.03
- HOMO level (spin up / spin down) (eV) = -15.188 / -14.889

---

# 9
This record from the OMol25 dataset describes 2 unconnected molecules or ions with the total composition H2NO3S2. The level of theory is the ωB97M-V functional and the def2-TZVPD basis.

The geometry in XYZ format:
```
8
Properties=species:S:1:pos:R:3:nbo_charge:R:1
S -0.04 0.58 -1.66 -0.1940
S 1.02 -1.01 0.58 2.2395
O 2.24 -1.74 0.07 -0.9241
O 1.24 0.11 1.49 -0.9353
O -0.13 -1.86 0.94 -0.9377
N -1.43 1.31 -0.82 -0.9570
H -1.69 0.53 -0.32 0.3633
H -1.22 2.08 -0.28 0.3454
```

- total charge = -1
- orbital gap (spin up / spin down) (eV) = 7.237 / 6.837
- calculated total energy (eV) = -29335.5986
- ΔE to the lowest compared entry with this formula, charge and spin (kJ/mol) = 125.42
- HOMO level (spin up / spin down) (eV) = -4.108 / -3.881

---

# 10
This record from the OMol25 dataset describes a molecular structure, C2H2F2LiLuO. The level of theory is the ωB97M-V functional and the def2-TZVPD basis.

The geometry in XYZ format:
```
9
Properties=species:S:1:pos:R:3:nbo_charge:R:1
Lu 3.26 -0.54 -0.10 0.9328
F -2.08 2.11 0.23 -0.0615
F -2.49 -0.94 -0.12 -0.4083
O 1.05 -0.38 0.13 -0.9570
C -1.28 -0.48 0.45 -0.0073
C -0.15 -0.71 -0.28 0.1146
Li -1.85 -2.72 0.17 0.9716
H -0.29 -0.94 -1.36 0.1836
H -1.34 -0.18 1.51 0.2316
```

- ⟨S²⟩ = 0.75
- multiplicity = 2
- total charge = +1
- orbital gap (spin up / spin down) (eV) = 6.074 / 3.837
- calculated total energy (eV) = -43402.5736
- ΔE to the lowest compared entry with this formula, charge and spin (kJ/mol) = 0.00
- HOMO level (spin up / spin down) (eV) = -10.502 / -10.502

---

The lowest calculated total energy belongs to which entry? C8H20BaF2NO11S2